Here is a structure of composition C13H26F3O5S4SiSn from the OMol25 dataset. Energies are from ωB97M-V/def2-TZVPD.

Properties
Lowest unoccupied orbital energy, eV: 2.3
Highest occupied orbital energy, eV: -4.647
Strongest force on any atom, eV Å⁻¹: 0.3
Calculated total energy, Ha: -3283.47286
ΔE to the lowest compared entry with this formula, charge and spin, kcal/mol: 0.0
Charge: -1
HOMO-LUMO gap, eV: 6.9

```
53
Properties=species:S:1:pos:R:3:nbo_charge:R:1
Sn -0.3305 1.1685 0.4911 1.3496
C -1.3681 0.1769 -3.9684 -0.5530
C 0.0497 0.4350 -4.4700 -0.5494
S 1.0377 1.4228 -3.3188 0.2366
C 2.5636 0.4624 -3.2113 -0.5416
C 2.4507 -0.9867 -2.7430 -0.5518
S 1.6487 -1.1883 -1.1287 0.2313
C 0.4092 -2.4512 -1.4687 -0.5516
C -0.6119 -2.1464 -2.5657 -0.5493
S -1.5458 -0.5994 -2.3455 0.2781
H -1.9112 -0.3894 -4.7303 0.2048
H -1.8943 1.1247 -3.8376 0.2454
H -0.0130 0.9534 -5.4296 0.2142
H 0.5715 -0.5027 -4.6567 0.2031
H 3.1676 1.0337 -2.5026 0.2291
H 3.0932 0.4837 -4.1679 0.2054
H 3.4555 -1.4110 -2.6998 0.2154
H 1.8965 -1.5829 -3.4697 0.2067
H -0.0802 -2.5695 -0.5022 0.2867
H 0.9139 -3.3925 -1.7042 0.2049
H -1.3113 -2.9864 -2.5969 0.2196
H -0.1362 -2.1138 -3.5476 0.1962
F -5.8160 1.6351 -0.4638 -0.3264
C -4.7623 1.2791 0.2836 0.6922
F -5.1816 1.1466 1.5473 -0.3243
F -4.3503 0.0813 -0.1441 -0.3183
S -3.4213 2.5303 0.1394 2.3641
O -4.0314 3.7524 0.5828 -0.9519
O -2.4221 1.9920 1.0893 -1.0543
O -3.0086 2.4350 -1.2376 -0.9595
C -2.6496 -1.1968 2.3658 -0.7321
C -1.4129 -1.6148 1.6008 0.8149
O -0.8494 -2.6745 1.8282 -0.6698
O -1.0596 -0.8075 0.6403 -0.9391
H -2.8710 -1.9207 3.1462 0.2118
H -3.4863 -1.1210 1.6715 0.2364
H -2.5130 -0.2009 2.7906 0.2324
C 2.2627 -1.2311 2.8264 -1.1209
Si 2.0584 0.6255 2.9504 1.6526
C 3.1781 1.4725 1.6908 -1.1134
C 2.6786 1.1600 4.6512 -1.1061
C 0.2921 1.1256 2.6557 -1.5554
H 3.2791 -1.5453 3.0806 0.2191
H 2.0293 -1.6028 1.8262 0.2526
H 1.5684 -1.7281 3.5068 0.2413
H 4.2283 1.2253 1.8670 0.2234
H 3.0722 2.5595 1.7536 0.2269
H 2.9310 1.1754 0.6685 0.2318
H 3.7265 0.8796 4.7908 0.2189
H 2.0946 0.6870 5.4440 0.2278
H 2.5977 2.2421 4.7808 0.2247
H 0.1639 2.1747 2.9595 0.2345
H -0.3807 0.5233 3.2813 0.2358
```